1.
This record from the OMol25 dataset describes a cluster of 6 separate species, C18H36O6 in total in a non-equilibrium geometry. The level of theory is ωB97M-V/def2-TZVPD.

Element x y z (Å)
C: 1.840 1.765 -2.854
C: 1.108 2.508 -3.919
C: 1.933 3.517 -4.691
O: -0.113 2.341 -4.235
H: 2.526 2.504 -2.439
H: 2.372 0.907 -3.263
H: 1.069 1.498 -2.131
H: 2.726 2.982 -5.214
H: 2.322 4.368 -4.132
H: 1.260 3.910 -5.453
C: 2.997 4.415 1.245
C: 2.084 3.296 0.753
C: 2.534 1.933 0.768
O: 0.975 3.567 0.347
H: 2.811 4.639 2.295
H: 2.716 5.236 0.585
H: 4.072 4.241 1.199
H: 1.724 1.205 0.804
H: 3.169 1.804 1.645
H: 3.116 1.689 -0.121
C: -3.292 -3.822 1.972
C: -2.788 -3.668 0.543
C: -3.441 -2.553 -0.338
O: -1.854 -4.249 0.134
H: -2.554 -4.484 2.425
H: -4.257 -4.328 1.954
H: -3.305 -2.927 2.595
H: -4.524 -2.585 -0.456
H: -3.043 -2.760 -1.331
H: -3.117 -1.583 0.040
C: 1.128 -6.467 2.247
C: 1.089 -4.956 2.010
C: -0.355 -4.407 1.874
O: 2.087 -4.255 1.872
H: 2.169 -6.767 2.365
H: 0.709 -6.934 1.356
H: 0.496 -6.748 3.090
H: -0.862 -4.838 1.011
H: -0.396 -3.318 1.888
H: -0.905 -4.628 2.789
C: -0.403 -1.754 0.308
C: 0.294 -0.372 0.348
C: -0.206 0.738 -0.540
O: 1.177 -0.114 1.145
H: 0.120 -2.359 1.048
H: -0.286 -2.180 -0.689
H: -1.440 -1.554 0.579
H: -1.250 0.558 -0.796
H: 0.458 0.642 -1.399
H: 0.063 1.672 -0.048
C: -1.442 2.504 1.135
C: -2.171 3.270 -0.002
C: -1.190 4.047 -0.917
O: -3.377 3.156 -0.159
H: -1.955 2.749 2.065
H: -0.397 2.811 1.173
H: -1.445 1.448 0.862
H: -1.595 4.218 -1.914
H: -0.259 3.484 -0.982
H: -0.925 4.992 -0.443

## Properties
Gap between HOMO and LUMO, eV: 9.49
SMILES: CC(C)=O.CC(C)=O.CC(C)=O.CC(C)=O.CC(C)=O.CC(C)=O
Energy above the lowest of the compared OMol25 structures with the same formula, charge and spin, kJ/mol: 542.70
Highest occupied orbital energy, eV: -9.00

These are the Mulliken partial charges, in e, on atoms 1 to 6: -0.34, 0.73, -1.24, -0.61, 0.24, 0.52

2.
This record from the OMol25 dataset describes the ion C12H13N2O with charge +1 in a non-equilibrium geometry. The level of theory is ωB97M-V/def2-TZVPD.

Element x y z (Å)
C: 3.024 0.514 -1.155
C: -1.419 1.804 -2.549
C: 2.204 1.282 -1.959
C: -0.098 1.818 -2.836
C: 2.453 -0.275 -0.186
C: -1.944 0.977 -1.497
C: 0.777 1.163 -1.870
C: 0.159 0.501 -0.752
C: 1.099 -0.257 0.079
C: -0.486 -0.907 1.822
C: -1.436 -1.881 1.037
C: -0.393 -1.300 3.360
N: -1.168 0.374 -0.686
N: -0.945 0.314 1.896
O: 0.826 -1.000 1.238
H: 4.104 0.341 -1.401
H: -2.107 2.370 -3.188
H: 2.685 2.034 -2.664
H: 0.346 2.401 -3.702
H: 3.119 -0.699 0.544
H: -3.048 0.806 -1.501
H: -0.956 -2.769 0.771
H: -1.624 -1.515 -0.018
H: -2.395 -2.116 1.585
H: 0.395 -0.750 3.864
H: -0.123 -2.350 3.579
H: -1.270 -1.178 3.834
H: -1.779 0.301 2.358

## Properties
Gap between HOMO and LUMO (alpha / beta), eV: 8.89 / 5.38
Charge: +1
Energy above the lowest of the compared OMol25 structures with the same formula, charge and spin, kJ/mol: 529.25
Highest occupied orbital energy (alpha / beta), eV: -13.24 / -12.60

These are the Mulliken partial charges, in e, on atoms 1 to 6: -0.45, -0.54, -0.61, -0.54, -0.65, -0.32

3.
This record from the OMol25 dataset describes a structure of composition C21H21BrF2N4O2V. The level of theory is ωB97M-V/def2-TZVPD.

Element x y z (Å)
V: 1.665 1.188 -0.922
O: -2.130 2.420 -1.088
C: -2.767 1.493 -1.837
C: -4.160 1.508 -1.877
C: -4.849 0.570 -2.624
C: -4.164 -0.395 -3.353
C: -2.779 -0.401 -3.314
C: -2.063 0.523 -2.559
C: -0.553 0.406 -2.491
O: 0.051 1.551 -1.999
N: -0.259 -0.776 -1.623
N: 0.815 -0.545 -0.759
C: 0.936 -1.434 0.224
C: 1.993 -1.388 1.161
Br: 3.252 0.020 0.849
C: 2.227 -2.171 2.247
C: 1.481 -3.384 2.603
C: 1.240 -3.648 3.955
C: 0.547 -4.779 4.350
C: 0.093 -5.685 3.402
C: 0.358 -5.457 2.059
C: 1.050 -4.323 1.662
H: -1.164 2.266 -1.271
H: -4.682 2.269 -1.312
H: -5.932 0.597 -2.642
H: -4.699 -1.122 -3.948
H: -2.225 -1.137 -3.886
H: -0.156 0.175 -3.489
H: -1.082 -1.054 -1.096
H: 0.176 -2.196 0.334
H: 3.001 -1.864 2.938
H: 1.592 -2.945 4.700
H: 0.364 -4.953 5.403
H: -0.447 -6.571 3.709
H: 0.040 -6.173 1.313
H: 1.294 -4.200 0.615
F: 4.364 1.771 -1.676
C: 3.215 1.329 -2.390
F: 2.907 2.398 -3.235
H: 3.593 0.534 -3.042
C: 1.611 4.683 -0.467
C: 0.922 3.860 0.561
N: 0.875 2.545 0.589
C: 0.107 2.188 1.678
C: -0.311 3.308 2.314
N: 0.219 4.360 1.598
H: 2.028 4.053 -1.254
H: 2.430 5.258 -0.034
H: 0.914 5.373 -0.945
H: -0.089 1.154 1.907
H: -0.929 3.459 3.179
H: 0.079 5.337 1.784

## Properties
Gap between HOMO and LUMO (alpha / beta), eV: 6.34 / 7.48
Spin multiplicity: 4
Energy above the lowest of the compared OMol25 structures with the same formula, charge and spin, kJ/mol: 52.83
Highest occupied orbital energy (alpha / beta), eV: -6.39 / -7.92

These are the Mulliken partial charges, in e, on atoms 1 to 6: 0.30, -0.71, 0.53, -0.57, -0.39, -0.75

4.
This record from the OMol25 dataset describes a cluster of 2 separate species, CH4N2PS in total in a non-equilibrium geometry. The level of theory is ωB97M-V/def2-TZVPD.

Element x y z (Å)
C: 0.120 0.495 1.350
N: -0.124 1.244 0.367
N: 1.057 -0.466 1.177
P: -1.804 -1.693 -3.376
S: -0.868 -0.347 -4.411
H: -0.304 0.619 2.332
H: -0.929 1.867 0.233
H: 1.205 -1.106 1.944
H: 1.647 -0.612 0.383

## Properties
Gap between HOMO and LUMO, eV: 3.38
Charge: +1
Energy above the lowest of the compared OMol25 structures with the same formula, charge and spin, kJ/mol: 268.60
Highest occupied orbital energy, eV: -11.64

These are the Mulliken partial charges, in e, on atoms 1 to 6: 0.08, -0.64, -0.43, 0.73, 0.26, 0.35

5.
This record from the OMol25 dataset describes the molecule C4H3NS2 in a non-equilibrium geometry. The level of theory is ωB97M-V/def2-TZVPD.

Element x y z (Å)
C: -0.340 1.167 0.006
C: 0.970 0.824 -0.366
C: 0.354 -1.736 0.319
C: -1.484 0.476 -0.211
N: -0.741 -1.502 0.624
S: -2.983 0.302 -0.444
S: 1.538 -0.656 -1.000
H: -0.294 1.993 0.557
H: 1.850 1.526 -0.122
H: 1.130 -2.393 0.637

## Properties
Gap between HOMO and LUMO (alpha / beta), eV: 7.13 / 7.13
Energy above the lowest of the compared OMol25 structures with the same formula, charge and spin, kJ/mol: 280.96
Highest occupied orbital energy (alpha / beta), eV: -8.21 / -8.21

These are the Mulliken partial charges, in e, on atoms 1 to 6: -0.12, -0.21, -0.02, 0.27, -0.50, -0.26

6.
This record from the OMol25 dataset describes a structure of composition C33H48F8N9O16PdS8 in a non-equilibrium geometry. The level of theory is ωB97M-V/def2-TZVPD.

Element x y z (Å)
Pd: 0.605 0.614 -2.205
C: 1.292 3.152 7.141
C: 1.213 1.780 6.551
C: 0.912 1.859 5.022
C: 0.352 0.575 4.350
N: 1.423 -0.415 3.779
C: 0.663 -1.731 3.318
C: 1.854 -2.738 3.163
C: 2.989 -2.290 4.202
C: 2.467 -0.972 4.805
C: 2.166 0.303 2.525
H: 1.991 3.799 6.611
H: 1.632 3.165 8.177
H: 0.276 3.546 7.154
H: 0.368 1.314 7.057
H: 2.062 1.176 6.870
H: 1.879 2.108 4.586
H: 0.262 2.708 4.813
H: -0.228 0.855 3.471
H: -0.325 -0.058 4.925
H: 0.037 -1.512 2.454
H: 0.087 -2.080 4.175
H: 2.168 -2.768 2.119
H: 1.582 -3.782 3.312
H: 3.802 -1.951 3.559
H: 3.170 -3.055 4.957
H: 3.306 -0.278 4.870
H: 1.919 -1.185 5.723
H: 2.885 -0.419 2.137
H: 2.601 1.269 2.780
H: 1.306 0.376 1.860
C: -2.961 -2.200 -1.341
N: -4.399 -1.812 -1.331
C: -5.214 -2.145 -2.354
C: -6.628 -1.860 -2.263
C: -7.193 -1.216 -1.141
C: -6.267 -0.964 -0.127
C: -4.954 -1.241 -0.173
C: -8.660 -1.030 -0.986
C: -9.210 0.216 -0.618
C: -10.609 0.475 -0.825
N: -11.492 -0.546 -1.055
C: -10.986 -1.818 -1.137
C: -9.589 -2.076 -1.157
C: -12.852 -0.260 -1.044
H: -2.937 -3.232 -1.691
H: -2.492 -2.052 -0.368
H: -2.448 -1.539 -2.039
H: -4.833 -2.872 -3.056
H: -7.203 -2.209 -3.108
H: -6.678 -0.590 0.799
H: -4.226 -1.092 0.610
H: -8.631 1.049 -0.247
H: -11.142 1.391 -0.617
H: -11.710 -2.619 -1.171
H: -9.256 -3.068 -1.426
H: -13.011 -0.215 0.033
H: -13.467 -1.072 -1.432
H: -13.059 0.677 -1.561
C: 6.455 3.886 2.689
N: 6.161 2.699 1.854
C: 6.049 1.454 2.406
C: 5.934 0.327 1.602
C: 5.850 0.465 0.247
C: 5.779 1.754 -0.288
C: 5.981 2.847 0.500
C: 5.819 -0.652 -0.693
C: 6.835 -0.908 -1.636
C: 6.786 -1.966 -2.495
N: 5.700 -2.767 -2.481
C: 4.695 -2.603 -1.568
C: 4.788 -1.546 -0.625
C: 5.581 -3.850 -3.486
H: 5.848 4.038 3.581
H: 6.520 4.805 2.105
H: 7.466 3.723 3.061
H: 6.074 1.438 3.485
H: 5.967 -0.629 2.104
H: 5.811 1.812 -1.366
H: 5.929 3.827 0.049
H: 7.716 -0.283 -1.648
H: 7.586 -2.234 -3.169
H: 3.805 -3.214 -1.585
H: 4.051 -1.435 0.157
H: 6.311 -4.538 -3.058
H: 5.890 -3.474 -4.461
H: 4.532 -4.142 -3.452
N: -0.147 1.874 -0.723
S: 0.328 2.873 0.301
O: 0.212 2.583 1.734
O: 0.481 4.273 -0.091
F: 1.892 2.423 0.009
S: -1.777 2.184 -0.354
O: -2.307 3.533 -0.680
O: -2.323 1.423 0.796
F: -2.378 1.280 -1.503
N: -2.895 1.649 -5.495
S: -1.833 2.625 -5.190
O: -0.711 2.631 -6.074
O: -1.747 3.147 -3.844
F: -2.678 3.725 -6.013
S: -1.973 0.311 -4.865
O: -0.970 0.552 -3.809
O: -1.635 -0.755 -5.735
F: -3.143 -0.347 -3.936
N: 0.462 -1.422 -1.847
S: 0.523 -2.370 -0.672
O: 1.879 -2.586 -0.095
O: -0.475 -3.411 -0.543
F: -0.097 -1.299 0.340
S: 0.750 -2.526 -3.117
O: -0.350 -3.263 -3.688
O: 2.057 -3.125 -3.136
F: 1.028 -1.385 -4.203
N: 2.202 1.374 -3.218
S: 2.559 2.882 -3.279
O: 2.711 3.593 -4.542
O: 3.387 3.329 -2.166
F: 1.126 3.384 -2.807
S: 3.585 0.959 -4.071
O: 4.874 1.113 -3.354
O: 3.544 1.114 -5.489
F: 3.306 -0.623 -3.907

## Properties
Gap between HOMO and LUMO (alpha / beta), eV: 5.64 / 4.83
Charge: +3
Spin multiplicity: 3
Energy above the lowest of the compared OMol25 structures with the same formula, charge and spin, kJ/mol: 911.35
Highest occupied orbital energy (alpha / beta), eV: -13.96 / -13.95

These are the Mulliken partial charges, in e, on atoms 1 to 6: 3.95, -1.37, -0.53, -0.38, -0.60, 0.29